No. 1
Density functional theory data (ωB97M-V with the def2-TZVPD basis set) for 11 unconnected molecules or ions with the total composition C38H95BN7O21 at a distorted geometry.

```
162
C38H95BN7O21 | OMol25 | ωB97M-V with the def2-TZVPD basis set
O 0.3327 2.9458 -0.3651
C 0.2514 1.7688 -0.6430
O -0.3469 0.7685 -0.0873
B -0.1661 -0.4912 -0.9127
O 0.7607 -0.0383 -1.9655
C 1.0410 1.2351 -1.8797
O 1.7561 1.8875 -2.5820
O -1.4370 -1.0514 -1.3937
C -1.6345 -2.2333 -0.8199
O -2.5922 -2.9270 -0.9557
C -0.4014 -2.5304 0.0869
O 0.4318 -1.5497 -0.0909
O -0.1571 -3.5721 0.6416
C 3.7923 9.3467 -2.2644
C 2.6900 8.3868 -1.8290
C 2.8601 7.0506 -2.5451
O 1.8889 6.1500 -2.0837
C 1.9025 4.8640 -2.6579
N 2.6110 8.2133 -0.3635
H 3.5613 10.3446 -1.8878
H 3.7365 9.4419 -3.3524
H 4.7855 9.0170 -1.9685
H 1.7255 8.7738 -2.1833
H 3.8876 6.6919 -2.3861
H 2.7617 7.1395 -3.6350
H 2.8027 4.2515 -2.5732
H 1.7081 4.9671 -3.7355
H 1.0897 4.2837 -2.2326
H 2.0406 8.9931 -0.0644
H 2.1459 7.3260 -0.2048
C -0.4855 -1.8579 4.1006
C -1.8324 -1.1865 4.2985
C -1.8294 -0.4750 5.6518
O -1.9152 -1.4355 6.6769
C -1.7791 -0.8428 7.9289
N -1.9800 -0.1782 3.2484
H -0.6394 -2.7852 4.6821
H 0.4431 -1.4185 4.4601
H -0.2922 -2.2960 3.1174
H -2.6715 -1.8855 4.3242
H -2.5758 0.3295 5.7239
H -0.8955 0.1082 5.7010
H -0.8719 -0.2636 8.1477
H -1.8911 -1.6029 8.7043
H -2.5827 -0.1103 8.1138
H -1.4659 -0.4316 2.4144
H -1.5431 0.7059 3.4931
C -4.0550 3.8827 3.7609
C -2.8038 3.2564 4.3764
C -1.4535 3.5657 3.6880
O -0.4566 2.7234 4.2003
C 0.7750 2.9633 3.5829
N -2.8192 3.5935 5.8079
H -4.3613 3.4036 2.8234
H -3.8970 4.9483 3.5822
H -4.9821 3.6486 4.2879
H -2.9791 2.1799 4.2730
H -1.2638 4.6476 3.7368
H -1.6219 3.3806 2.6190
H 0.7681 3.0183 2.4916
H 1.5001 2.1743 3.8189
H 1.3039 3.8015 4.0585
H -2.9501 4.5988 5.9023
H -1.8437 3.4374 6.0754
C -1.6926 0.6539 -6.6059
C -1.2026 1.0161 -5.1919
C -1.7109 2.3609 -4.7357
O -1.1330 3.5059 -5.3654
C -0.9973 4.6133 -4.4890
N -1.5644 -0.0474 -4.2838
H -2.7715 0.8265 -6.6575
H -1.5379 -0.4030 -6.8269
H -1.1801 1.2205 -7.3817
H -0.1115 1.0767 -5.2659
H -1.5621 2.4274 -3.6479
H -2.7933 2.5182 -4.8588
H -2.0049 4.9309 -4.2149
H -0.4814 5.3594 -5.0963
H -0.3352 4.5174 -3.6222
H -2.5665 -0.2237 -4.2472
H -1.3428 0.2689 -3.3416
C -3.7927 4.3141 -1.7554
C -2.6577 4.2688 -0.7551
C -2.5920 5.3920 0.2726
O -2.2319 6.6880 -0.1643
C -0.9328 6.7587 -0.7388
N -2.7880 3.0484 0.0751
H -3.6871 5.2088 -2.3715
H -4.7679 4.1109 -1.3176
H -3.5978 3.4887 -2.4505
H -1.7085 4.1488 -1.2876
H -1.9433 5.1353 1.1219
H -3.6108 5.6388 0.6017
H -0.8681 6.2081 -1.6836
H -0.0656 6.3830 -0.1865
H -0.7901 7.8051 -1.0077
H -1.8420 2.9163 0.4248
H -2.9654 2.2213 -0.4872
C 3.9991 -4.8728 1.4378
C 3.5379 -4.2252 2.7199
C 4.6186 -4.1054 3.8071
O 3.9499 -3.9548 5.0324
C 4.8465 -3.6926 6.0995
N 2.9252 -2.9184 2.3865
H 3.2107 -5.2031 0.7646
H 4.6791 -5.7241 1.5351
H 4.6202 -4.1192 0.9417
H 2.7200 -4.7287 3.2527
H 5.2520 -3.2384 3.5673
H 5.2754 -4.9865 3.7968
H 5.4976 -2.8283 5.9436
H 5.4506 -4.5479 6.4127
H 4.1539 -3.4324 6.9038
H 2.3797 -2.6111 3.1898
H 2.1722 -3.1474 1.7340
C 2.8499 -3.4704 -1.5949
C 3.5449 -4.3390 -2.6528
C 5.0060 -4.6834 -2.2856
O 5.5050 -5.6229 -3.2021
C 6.8429 -6.0052 -2.9224
N 2.7416 -5.6177 -2.8133
H 3.6274 -2.9749 -1.0091
H 2.3707 -4.1128 -0.8549
H 2.1009 -2.8437 -2.0625
H 3.6165 -3.8528 -3.6287
H 5.0263 -5.0242 -1.2433
H 5.5158 -3.7138 -2.3152
H 7.4977 -5.1417 -2.8199
H 7.1889 -6.6707 -3.7118
H 6.8533 -6.6461 -2.0354
H 3.2696 -6.1753 -3.4896
H 3.1141 -6.0351 -1.9535
C -5.4130 -1.6946 0.9170
C -6.1361 -2.8112 0.1664
O -5.5388 -2.8843 -1.1128
O -5.7122 -1.6901 2.3217
H -5.5436 -0.7294 0.4247
H -4.3489 -1.9623 0.9350
H -7.1854 -2.5102 0.1398
H -6.0660 -3.7881 0.6487
H -4.6284 -3.1907 -1.0254
H -4.9523 -1.3523 2.7994
C -0.3507 -7.4311 0.0296
C -1.5388 -6.5857 -0.5273
O -2.6111 -7.3674 -0.9484
O -0.7909 -8.2468 1.1272
H 0.3416 -6.6672 0.3852
H 0.0577 -8.1325 -0.7019
H -1.0970 -6.1779 -1.4454
H -1.7322 -5.8154 0.2198
H -3.3917 -7.3340 -0.3942
H -1.6498 -8.5662 0.8161
C 0.3085 -2.8831 -4.2279
C -0.1066 -4.0236 -3.3070
O 0.1052 -5.3202 -3.8117
O -0.6441 -2.7667 -5.2957
H 1.3025 -3.0104 -4.6669
H 0.3854 -1.9224 -3.7101
H -1.1989 -3.9554 -3.2387
H 0.2328 -3.8554 -2.2773
H 1.0214 -5.5083 -3.4994
H -1.1296 -1.9601 -5.0662
```

Its HOMO energy is -7.1248 eV. The net charge is -1. As for the gap between HOMO and LUMO: 9.20 eV. As for the calculated total energy: -95053.4158 eV.

Results of the Mulliken charge analysis, in e, for atoms 1 through 99: O -0.62; C 0.76; O -0.50; B 1.49; O -0.91; C 0.17; O -0.56; O -0.53; C -0.24; O -0.54; C 1.29; O -0.06; O -0.79; C -1.44; C 0.76; C -1.11; O 0.15; C -0.55; N -0.79; H 0.36; H 0.36; H 0.36; H 0.20; H 0.37; H 0.37; H 0.42; H 0.44; H -0.57; H 0.32; H 0.29; C -1.36; C 0.65; C -0.89; O -0.38; C -0.81; N -0.07; H 0.46; H 0.32; H 0.21; H 0.33; H 0.49; H 0.31; H 0.30; H 0.29; H 0.33; H -0.14; H -0.13; C -1.60; C 1.11; C -0.21; O -0.27; C -0.78; N -0.70; H 0.28; H 0.39; H 0.44; H -0.34; H 0.67; H -0.26; H 0.20; H 0.29; H 0.32; H 0.32; H 0.31; C -1.61; C 0.73; C 0.19; O -0.47; C 0.01; N 0.06; H 0.36; H 0.39; H 0.36; H 0.14; H -0.40; H 0.26; H 0.24; H 0.43; H -0.36; H 0.29; H -0.58; C -1.68; C 2.48; C -0.38; O -0.52; C -0.37; N -0.40; H 0.34; H 0.41; H 0.20; H -1.02; H 0.24; H 0.19; H 0.08; H 0.24; H 0.25; H -0.48; H 0.35; C -1.13

=====

No. 2
Density functional theory data (ωB97M-V with the def2-TZVPD basis set) for a single CH2N2O2 molecule at a distorted geometry.

```
7
CH2N2O2 | OMol25 | ωB97M-V with the def2-TZVPD basis set
C -2.0988 0.0235 0.0330
N 1.1546 -1.4004 0.0158
N -1.0853 -1.0544 0.0387
O -3.2521 -0.2050 -0.0317
O 0.1522 -0.6032 -0.0655
H -1.8643 1.0592 0.1265
H 1.9410 -0.6630 0.0883
```

Its HOMO energy (alpha / beta) is -10.5088 / -10.6051 eV. The net charge is 0. As for the gap between HOMO and LUMO (alpha / beta): 8.93 / 9.65 eV. As for the calculated total energy: -8138.6362 eV.

Calculated atomic charges, method natural (NBO), unit e: C 0.46; N -0.17; N -0.14; O -0.48; O -0.09; H 0.12; H 0.31

=====

No. 3
Density functional theory data (ωB97M-V with the def2-TZVPD basis set) for 3 unconnected molecules or ions with the total composition F3NO at a distorted geometry.

```
5
F3NO | OMol25 | ωB97M-V with the def2-TZVPD basis set
N 0.1926 -0.5036 -0.3363
O -0.6053 0.2506 -0.6677
F 0.0750 -1.4760 0.4704
F 2.1701 0.7570 0.0842
F -1.8324 0.9720 0.4494
```

Its HOMO energy (alpha / beta) is -12.4127 / -11.9732 eV. The net charge is 0. As for the gap between HOMO and LUMO (alpha / beta): 9.48 / 8.03 eV. As for the calculated total energy: -11679.6714 eV.

Calculated atomic charges, method natural (NBO), unit e: N 0.52; O -0.05; F -0.12; F -0.12; F -0.22